Record 1
DFT (the ωB97M-V functional and the def2-TZVPD basis) results for a molecular structure, C30H21IN5O6Se2V.

The geometry in XYZ format:
```
66
Properties=species:S:1:pos:R:3:forces:R:3:mulliken_charge:R:1
V -1.080 1.017 0.562 -0.6923 0.9505 0.0768 0.616
Se -3.645 1.935 -2.054 -0.0306 -0.0673 0.0357 0.009
Se -1.319 1.735 -1.998 0.0267 0.0357 -0.1431 0.327
C -1.034 3.405 -1.085 -0.1034 -0.0010 0.0737 0.817
C -0.707 4.586 -1.708 -0.0143 0.1062 -0.0319 -1.053
C -0.558 5.706 -0.901 0.0002 -0.0301 -0.0543 -0.224
C -0.744 5.586 0.467 -0.0114 0.0223 0.0777 -0.852
C -1.055 4.347 1.002 -0.0183 -0.0241 -0.0351 -0.190
N -1.193 3.265 0.230 0.0291 -0.1293 0.0045 0.247
C -4.142 0.919 -0.509 0.0396 0.0858 0.0278 0.218
C -5.473 0.519 -0.490 -0.0882 0.0089 -0.0279 -0.802
C -5.929 -0.249 0.561 -0.0675 -0.0161 -0.0168 -0.353
C -5.033 -0.621 1.553 -0.0314 -0.0322 0.0562 -1.035
C -3.733 -0.187 1.462 -0.0388 0.0556 -0.1046 -0.065
N -3.280 0.598 0.459 0.1836 -0.0527 0.0100 0.223
H -0.567 4.628 -2.779 0.0042 -0.0078 0.0018 0.496
H -0.298 6.661 -1.339 -0.0036 -0.0034 0.0042 0.449
H -0.639 6.440 1.123 -0.0125 -0.0462 -0.0329 0.441
H -1.190 4.200 2.064 0.0094 -0.0307 0.0137 0.296
H -6.129 0.793 -1.305 0.0075 0.0069 0.0172 0.444
H -6.962 -0.571 0.594 0.0303 0.0125 0.0002 0.422
H -5.333 -1.239 2.388 0.0111 0.0223 -0.0326 0.467
H -3.009 -0.461 2.211 0.0769 -0.0123 0.0534 0.254
N -0.932 -0.737 0.378 0.0094 -0.7644 -0.0467 0.130
C -0.766 -1.954 0.051 0.0218 0.1511 0.1661 -0.456
C -0.257 -2.917 1.054 0.0515 0.0946 0.0045 0.672
C 0.536 -2.457 2.111 -0.0560 -0.1025 -0.0739 0.039
C 1.007 -3.346 3.060 0.0306 0.0204 0.0339 -0.769
C 0.678 -4.694 2.968 -0.0045 -0.0072 -0.0115 -0.487
C -0.116 -5.154 1.925 0.0023 -0.0510 0.0139 -0.854
C -0.579 -4.271 0.963 -0.0420 0.0023 -0.0331 -0.325
C -1.081 -2.364 -1.339 0.0477 0.0433 -0.0077 0.317
C -0.241 -3.244 -2.015 0.0250 -0.0561 -0.0071 -0.292
C -0.502 -3.560 -3.340 0.0218 -0.0278 -0.0334 -0.845
C -1.604 -3.014 -3.984 0.0044 -0.0016 -0.0091 -0.509
C -2.447 -2.141 -3.307 -0.0120 0.0154 -0.0074 -0.832
C -2.181 -1.808 -1.989 -0.0384 0.0126 -0.0283 -0.143
H 0.791 -1.410 2.174 0.0087 0.1092 0.0089 0.104
H 1.636 -2.989 3.867 -0.0433 -0.0207 -0.0605 0.481
H 1.047 -5.389 3.711 -0.0128 0.0151 -0.0209 0.418
H -0.372 -6.204 1.860 0.0117 0.0547 0.0038 0.421
H -1.200 -4.628 0.149 0.0256 0.0109 0.0570 0.525
H 0.620 -3.667 -1.511 -0.0410 0.0245 -0.0342 0.574
H 0.158 -4.235 -3.871 -0.0321 0.0346 0.0264 0.426
H -1.807 -3.270 -5.017 0.0081 0.0093 0.0464 0.423
H -3.312 -1.722 -3.808 0.0260 -0.0111 0.0207 0.451
H -2.838 -1.134 -1.450 0.0411 -0.0884 -0.0436 0.741
I -1.080 1.442 3.131 0.0753 -0.0816 -0.0012 -0.231
O 1.346 2.081 -1.721 -0.1124 0.4524 -1.1013 -0.672
C 1.619 1.629 -0.637 0.3008 -0.3011 0.3926 0.490
O 0.719 1.220 0.203 0.3338 -0.4021 0.6322 0.205
C 3.029 1.436 -0.187 0.0134 0.0343 0.1639 0.301
C 4.069 1.884 -0.988 0.0112 0.0452 -0.1000 -0.499
C 5.365 1.667 -0.569 -0.0038 -0.0479 -0.0839 -0.231
C 5.669 1.012 0.607 0.1347 -0.0463 -0.0072 -0.470
C 4.609 0.573 1.370 -0.0511 -0.3177 -0.1435 -0.107
C 3.294 0.779 1.006 0.0305 -0.0417 0.0030 -0.612
N 4.886 -0.168 2.621 -0.1346 1.1074 0.6925 1.043
O 6.029 -0.173 3.015 0.1312 -0.3897 -0.2358 -0.586
O 3.928 -0.578 3.244 -0.0210 -0.3975 -0.2470 -0.612
N 6.481 2.145 -1.419 0.0702 0.3458 0.1847 1.063
O 6.189 2.766 -2.417 -0.0994 -0.0972 -0.1107 -0.606
O 7.606 1.924 -1.032 -0.0113 -0.1579 0.0015 -0.605
H 3.869 2.387 -1.923 0.0068 0.0078 -0.0089 0.677
H 6.691 0.844 0.910 0.0304 -0.0067 0.0025 0.627
H 2.498 0.428 1.641 -0.0645 -0.0262 0.0284 0.462
```
Positions in Å, forces in eV/Å.

energy above the lowest of the compared OMol25 structures with the same formula, charge and spin: 0.00 kcal per mole
lowest unoccupied orbital energy (spin up / spin down): -4.451 / -4.009 eV
2S+1: 2
net charge: +1
E_tot: -7925.33012 a.u.
Kohn-Sham gap (spin up / spin down): 0.2663 / 0.2879 Ha
largest force on an atom: 1.31 eV/Å



Record 2
DFT (the ωB97M-V functional and the def2-TZVPD basis) results for a single C3H5ClN2O molecule.

The geometry in XYZ format:
```
12
Properties=species:S:1:pos:R:3:forces:R:3:mulliken_charge:R:1
C -0.195 -1.536 -0.130 -2.5819 -2.4509 -0.2217 -0.018
C 0.546 -0.465 -0.274 1.2279 3.8338 0.0078 0.250
C -0.020 0.986 -0.203 2.9228 -2.7728 2.3967 0.370
H -2.207 -1.934 0.438 -2.4162 -2.6716 0.2707 0.130
H -1.637 -0.277 0.559 -0.4677 -2.4920 -0.5625 0.212
H 0.386 -2.521 -0.474 -2.1715 1.6321 1.5633 0.233
H 0.625 2.769 -0.280 0.9775 -0.8453 2.5603 0.318
H 1.990 1.913 -0.031 -1.9877 -0.8192 1.0501 0.291
N -1.516 -1.311 0.314 4.5976 2.9513 -0.7680 -0.346
N 1.005 1.980 0.416 -2.1907 1.4017 -5.6539 -0.588
O -1.220 1.137 -0.329 1.4923 1.9260 -0.0808 -0.600
Cl 2.242 -0.741 -0.006 0.5976 0.3070 -0.5621 -0.250
```
Positions in Å, forces in eV/Å.

energy above the lowest of the compared OMol25 structures with the same formula, charge and spin: 62.12 kcal per mole
structure (SMILES): N/C=C(/Cl)C(N)=O
lowest unoccupied orbital energy: 0.412 eV
E_tot: -762.17817 a.u.
Kohn-Sham gap: 0.3219 Ha
largest force on an atom: 6.22 eV/Å



Record 3
DFT (the ωB97M-V functional and the def2-TZVPD basis) results for a molecular structure, C35H42Br2Cl2MgN5O10Si.

The geometry in XYZ format:
```
98
Properties=species:S:1:pos:R:3:forces:R:3:mulliken_charge:R:1
Mg -1.065 -0.201 -2.038 0.2140 -0.0991 -0.1596 2.066
O 2.136 1.853 -3.329 -0.0193 -0.0112 -0.0619 -0.756
C 0.978 1.456 -3.369 -0.0033 -0.0093 0.0430 0.204
O 0.567 0.312 -2.955 -0.0699 -0.0077 0.0968 -0.825
C -0.074 2.352 -4.001 -0.0405 -0.0639 -0.0436 0.813
C 0.333 3.261 -4.944 -0.0205 0.0148 -0.0241 -0.310
C -0.591 4.085 -5.589 -0.0047 -0.0566 0.0298 -0.683
C -1.936 4.004 -5.300 -0.0174 0.0113 -0.0275 -0.546
C -2.350 3.081 -4.364 0.0903 -0.0077 0.0531 -0.058
C -1.453 2.252 -3.624 0.0939 0.1057 -0.2108 -0.401
O -1.866 1.539 -2.648 -0.0066 -0.4177 -0.1376 -0.717
N -3.787 2.979 -4.137 -0.0745 -0.0091 0.0677 0.977
O -4.269 1.875 -3.964 0.0222 -0.0039 -0.0396 -0.551
O -4.443 4.010 -4.162 0.0249 -0.0040 -0.0035 -0.655
N -0.143 5.035 -6.591 0.0332 0.1012 0.0320 1.022
O 1.049 5.091 -6.840 -0.0191 -0.0293 -0.0141 -0.643
O -0.980 5.742 -7.131 -0.0036 -0.0343 -0.0135 -0.663
H 1.387 3.334 -5.171 -0.0003 -0.0041 0.0009 0.648
H -2.654 4.636 -5.801 0.0042 0.0038 -0.0037 0.626
C -3.294 -1.187 -4.301 0.0051 -0.0015 -0.0106 -1.223
O -3.026 -0.960 -2.923 0.0085 0.0907 -0.0250 0.934
C -3.717 -1.660 -1.995 -0.0321 -0.0247 0.0594 0.439
C -4.591 -2.693 -2.256 0.0151 -0.0087 -0.0090 -0.966
C -5.152 -3.379 -1.181 -0.0068 0.0014 0.0086 -0.492
Br -6.366 -4.791 -1.538 -0.0033 -0.0007 -0.0020 -0.245
C -4.834 -3.075 0.117 -0.0190 0.0158 0.0094 -0.682
C -3.952 -2.018 0.380 0.0003 -0.0206 -0.0335 0.366
C -3.436 -1.279 -0.675 0.0325 -0.0223 -0.0288 0.327
O -2.603 -0.221 -0.518 -0.0503 0.0096 0.2272 -0.747
C -3.487 -1.711 1.728 0.0270 0.0511 0.0246 0.297
N -2.863 -0.599 2.032 0.0166 0.0200 -0.0758 -0.401
C -2.508 -0.713 3.364 0.0028 -0.0194 -0.0047 -0.098
C -1.815 0.172 4.184 -0.0043 0.0076 0.0000 -0.377
C -1.580 -0.218 5.488 0.0121 0.0147 -0.0041 -0.537
C -2.018 -1.460 5.971 -0.0053 -0.0063 0.0001 -0.475
C -2.710 -2.347 5.167 -0.0067 0.0003 0.0040 -1.122
C -2.948 -1.946 3.858 0.0097 0.0063 -0.0154 0.842
N -3.585 -2.557 2.793 -0.0348 -0.0111 0.0082 -0.073
H -3.065 -2.221 -4.567 0.0030 0.0039 -0.0013 0.443
H -2.642 -0.509 -4.844 -0.0137 0.0127 0.0037 0.153
H -4.332 -0.942 -4.525 -0.0058 -0.0130 0.0023 0.421
H -4.824 -2.984 -3.269 -0.0001 0.0010 0.0007 0.579
H -5.274 -3.641 0.926 0.0038 0.0034 0.0024 0.514
H -2.488 -0.064 0.470 -0.0358 0.0051 -0.0712 0.411
H -1.465 1.119 3.794 0.0059 0.0110 0.0004 0.354
H -1.036 0.441 6.152 0.0070 0.0034 -0.0004 0.413
H -1.806 -1.732 6.997 0.0000 -0.0009 -0.0003 0.383
H -3.043 -3.306 5.542 0.0011 -0.0009 -0.0008 0.407
H -3.908 -3.507 2.753 0.0298 -0.0142 -0.0109 0.276
O -1.370 -4.212 -0.576 0.0266 0.0252 0.0355 -0.766
C -1.031 -3.179 -1.078 0.0242 -0.0275 -0.0063 0.889
N -0.692 -2.157 -1.576 -0.1453 0.1001 -0.0733 -0.724
Cl -2.009 3.071 1.145 -0.0407 -0.0123 0.0293 -0.166
C -1.751 3.520 -0.558 -0.0276 0.1580 0.1615 0.826
Cl -0.035 3.718 -0.934 -0.0112 0.0306 0.0291 -0.120
H -2.249 4.466 -0.728 0.0006 0.0310 0.0199 0.483
H -2.140 2.726 -1.187 0.0031 0.0821 0.1255 -0.937
C 4.876 1.438 1.786 -0.0117 -0.0015 0.0294 -1.792
C 3.509 1.415 1.081 0.0414 -0.0180 0.0149 3.032
C 2.688 2.614 1.586 -0.0148 -0.0133 -0.0300 -1.683
C 3.734 1.649 -0.421 -0.0408 -0.0306 0.0190 -2.201
Si 2.618 -0.263 1.362 0.0151 0.0543 -0.0046 -1.776
Br 0.449 0.177 0.829 -0.0204 -0.0184 0.0116 0.162
C 2.521 -0.785 3.219 -0.0183 0.0052 -0.0058 2.974
C 1.355 -1.750 3.496 0.0126 0.0134 0.0069 -2.022
C 3.826 -1.462 3.667 0.0029 0.0016 -0.0130 -1.813
C 2.293 0.435 4.122 -0.0127 0.0103 0.0016 -2.052
C 3.209 -1.672 0.209 -0.0234 0.0057 0.0030 3.165
C 2.622 -3.025 0.642 0.0087 0.0032 -0.0062 -2.175
C 2.742 -1.458 -1.238 -0.0304 0.0332 -0.0483 -1.837
C 4.743 -1.777 0.220 -0.0128 0.0064 -0.0291 -1.847
H 5.396 2.365 1.519 -0.0022 -0.0037 -0.0025 0.545
H 5.518 0.607 1.490 0.0130 -0.0206 -0.0163 0.260
H 4.781 1.421 2.874 0.0209 -0.0033 -0.0099 0.317
H 3.265 3.526 1.400 0.0018 -0.0029 -0.0035 0.569
H 2.470 2.575 2.651 0.0017 -0.0089 0.0218 0.279
H 1.745 2.707 1.048 0.0249 0.0001 0.0241 0.071
H 4.142 2.657 -0.561 -0.0135 -0.0056 -0.0100 0.621
H 2.815 1.585 -1.007 0.0416 0.0449 0.0161 0.220
H 4.449 0.949 -0.851 -0.0072 0.0051 -0.0095 0.247
H 1.434 -2.684 2.947 0.0149 -0.0366 -0.0375 0.250
H 0.392 -1.298 3.255 0.0223 -0.0055 0.0104 0.233
H 1.349 -1.989 4.566 -0.0019 -0.0078 0.0007 0.588
H 3.985 -2.417 3.168 0.0167 0.0030 -0.0090 0.296
H 3.772 -1.662 4.744 0.0025 0.0012 0.0009 0.545
H 4.705 -0.838 3.493 0.0031 0.0124 -0.0024 0.304
H 1.394 0.985 3.839 -0.0224 0.0097 -0.0069 0.215
H 3.137 1.124 4.114 -0.0275 0.0054 0.0010 0.342
H 2.160 0.090 5.154 -0.0025 -0.0049 0.0049 0.594
H 1.531 -2.998 0.678 0.0027 -0.0013 0.0007 0.236
H 3.004 -3.368 1.604 -0.0248 -0.0053 0.0188 0.373
H 2.900 -3.775 -0.106 -0.0014 -0.0033 0.0009 0.621
H 1.659 -1.516 -1.325 0.0233 -0.0041 0.0008 0.021
H 3.157 -2.267 -1.852 0.0094 -0.0038 0.0037 0.568
H 3.053 -0.517 -1.683 0.0157 0.0338 0.0188 0.264
H 5.159 -1.933 1.217 0.0008 -0.0009 0.0441 0.283
H 5.215 -0.894 -0.214 -0.0065 -0.0207 0.0198 0.306
H 5.036 -2.633 -0.398 0.0042 -0.0080 0.0086 0.544
```
Positions in Å, forces in eV/Å.

energy above the lowest of the compared OMol25 structures with the same formula, charge and spin: 0.55 kcal per mole
lowest unoccupied orbital energy: 1.855 eV
net charge: -1
E_tot: -8943.34244 a.u.
Kohn-Sham gap: 0.2907 Ha
largest force on an atom: 0.44 eV/Å



Record 4
DFT (the ωB97M-V functional and the def2-TZVPD basis) results for 2 unconnected molecules or ions with the total composition C3H12N2O.

The geometry in XYZ format:
```
18
Properties=species:S:1:pos:R:3:forces:R:3:mulliken_charge:R:1
N -0.512 0.245 -2.636 -0.0913 -0.2338 -0.2380 -0.644
C 0.054 0.005 -1.312 -0.0907 -0.0266 0.1446 -0.444
C -0.914 0.465 -0.235 -0.0191 0.0813 0.1188 -0.480
C -0.373 0.269 1.173 -0.3303 -0.0216 -0.0485 -0.370
N -1.371 0.686 2.164 0.1185 0.0964 -0.1387 -0.667
H -1.292 -0.384 -2.811 0.0318 0.1492 0.1449 0.218
H 0.165 0.027 -3.357 0.0818 0.0844 0.0263 0.237
H 0.315 -1.049 -1.130 0.0372 0.0149 -0.0442 0.265
H 0.978 0.580 -1.226 0.0145 -0.0489 -0.0277 0.334
H -1.875 -0.053 -0.311 0.0674 -0.0754 -0.0632 0.275
H -1.126 1.523 -0.396 -0.0254 0.1302 -0.0319 0.278
H -0.196 -0.798 1.328 0.1116 -0.0572 0.0563 0.193
H 0.578 0.801 1.278 0.1529 -0.0321 -0.0266 0.356
H -1.577 1.672 2.034 -0.0151 -0.0962 0.0524 0.225
H -0.989 0.589 3.096 -0.0437 0.0169 0.0764 0.239
H 3.305 -2.029 0.647 -0.0317 0.0587 0.0079 0.310
H 1.966 -1.374 0.994 0.1753 0.0521 -0.0596 0.290
O 2.864 -1.174 0.699 -0.1436 -0.0922 0.0506 -0.614
```
Positions in Å, forces in eV/Å.

energy above the lowest of the compared OMol25 structures with the same formula, charge and spin: 3.38 kcal per mole
structure (SMILES): NCCCN.O
lowest unoccupied orbital energy: 0.806 eV
E_tot: -306.23856 a.u.
Kohn-Sham gap: 0.3726 Ha
largest force on an atom: 0.35 eV/Å